Below is a structure of composition C51H40Br3N7RhS3, with properties calculated with ωB97M-V/def2-TZVPD.

Computed properties:
2S+1   1
ΔE to the lowest compared entry with this formula, charge and spin   0.0 kJ/mol
Strongest force on any atom   0.4 eV Å⁻¹
LUMO energy   -8.02 eV
Charge   +3

```
105
Properties=species:S:1:pos:R:3:lowdin_charge:R:1
Rh -0.336 -0.001 -0.154 0.973
Br -4.945 -4.295 -2.372 0.909
C -3.711 -3.050 -1.747 -0.658
C -4.097 -2.051 -0.863 -0.054
C -3.141 -1.158 -0.425 -0.090
N -1.869 -1.212 -0.825 -0.037
C -1.488 -2.176 -1.687 -0.180
C -2.386 -3.112 -2.162 -0.018
C -0.059 -2.142 -2.074 -0.199
C 0.502 -3.003 -2.998 -0.027
C 1.855 -2.887 -3.296 -0.665
Br 2.643 -4.050 -4.519 0.901
C 2.603 -1.897 -2.676 -0.061
C 1.976 -1.073 -1.764 -0.091
N 0.681 -1.198 -1.460 -0.024
H -5.118 -1.967 -0.521 0.125
H -3.399 -0.374 0.274 0.118
H -2.080 -3.887 -2.849 0.117
H -0.092 -3.755 -3.496 0.118
H 3.651 -1.761 -2.902 0.120
H 2.501 -0.276 -1.256 0.075
N 1.262 1.179 0.262 -0.379
S 2.235 1.765 1.181 0.798
N 2.403 1.243 2.713 -0.346
S 2.630 -0.164 3.303 0.918
N 1.420 -1.126 3.474 -0.347
S 0.556 -1.946 2.382 0.812
N -0.217 -1.304 1.309 -0.358
C -0.600 -2.722 3.489 -0.299
C -0.167 -3.259 4.695 -0.057
C -1.087 -3.895 5.509 -0.036
C -2.418 -3.992 5.117 -0.035
C -2.832 -3.459 3.905 -0.046
C -1.918 -2.822 3.076 -0.066
C 1.625 -3.280 1.870 -0.311
C 1.407 -3.801 0.605 -0.062
C 2.204 -4.842 0.152 -0.042
C 3.197 -5.361 0.972 -0.033
C 3.390 -4.848 2.250 -0.034
C 2.603 -3.804 2.707 -0.069
C 3.116 0.157 4.961 -0.324
C 2.987 -0.853 5.907 -0.056
C 3.437 -0.611 7.194 -0.031
C 4.005 0.616 7.514 -0.023
C 4.121 1.614 6.556 -0.030
C 3.678 1.392 5.262 -0.046
C 3.986 -0.992 2.526 -0.326
C 5.128 -1.324 3.238 -0.033
C 6.150 -1.992 2.573 -0.026
C 6.017 -2.314 1.231 -0.026
C 4.862 -1.974 0.533 -0.034
C 3.839 -1.307 1.179 -0.100
C 1.988 3.491 1.562 -0.296
C 0.709 3.991 1.397 -0.064
C 0.454 5.320 1.698 -0.046
C 1.478 6.135 2.159 -0.036
C 2.760 5.623 2.314 -0.036
C 3.025 4.296 2.014 -0.047
C 3.879 1.748 0.492 -0.330
C 3.969 1.835 -0.891 -0.074
C 5.221 1.832 -1.489 -0.040
C 6.364 1.751 -0.706 -0.033
C 6.263 1.685 0.679 -0.034
C 5.018 1.691 1.287 -0.088
H 0.867 -3.187 4.999 0.090
H -0.768 -4.317 6.452 0.122
H -3.131 -4.491 5.758 0.123
H -3.866 -3.546 3.601 0.117
H -2.212 -2.413 2.120 0.086
H 0.608 -3.405 -0.005 0.087
H 2.040 -5.261 -0.833 0.114
H 3.814 -6.178 0.622 0.123
H 4.155 -5.264 2.892 0.125
H 2.772 -3.395 3.694 0.103
H 2.532 -1.797 5.647 0.095
H 3.342 -1.379 7.949 0.124
H 4.353 0.798 8.523 0.126
H 4.552 2.571 6.816 0.124
H 3.737 2.169 4.513 0.103
H 5.231 -1.075 4.285 0.121
H 7.049 -2.261 3.110 0.126
H 6.818 -2.835 0.724 0.125
H 4.762 -2.238 -0.512 0.111
H 2.931 -1.040 0.651 0.080
H -0.066 3.348 1.018 0.065
H -0.540 5.725 1.562 0.114
H 1.281 7.174 2.388 0.123
H 3.562 6.263 2.657 0.123
H 4.032 3.917 2.114 0.108
H 3.069 1.927 -1.486 0.110
H 5.304 1.910 -2.564 0.120
H 7.339 1.755 -1.174 0.123
H 7.156 1.640 1.287 0.124
H 4.942 1.642 2.363 0.102
Br -1.369 2.008 -1.647 0.946
C -2.045 2.176 0.120 -0.710
C -2.895 3.176 0.529 -0.051
C -3.229 3.189 1.879 0.001
C -2.704 2.224 2.730 0.001
C -1.866 1.251 2.219 -0.074
N -1.552 1.237 0.919 -0.143
H -3.267 3.913 -0.169 0.131
H -3.890 3.956 2.261 0.135
H -2.946 2.219 3.783 0.129
H -1.437 0.459 2.819 0.114
```

Below is a structure of composition C51H41N11O3S5W in a non-equilibrium geometry, with properties calculated with ωB97M-V/def2-TZVPD.

Computed properties:
2S+1   3
Expectation value of S²   2.35
ΔE to the lowest compared entry with this formula, charge and spin   313.9 kJ/mol
Strongest force on any atom   6.7 eV Å⁻¹
LUMO energy (spin up / spin down)   -6.43 / -7.15 eV
Charge   +2

```
112
Properties=species:S:1:pos:R:3:lowdin_spin:R:1
W 0.605 0.767 -0.745 1.255
S -1.523 -0.456 0.095 0.025
C -1.547 -1.030 1.753 0.006
N -0.555 -1.152 2.550 0.006
C -0.980 -1.670 3.789 0.000
C -0.151 -1.820 4.884 0.001
C -0.687 -2.361 6.040 0.000
C -2.067 -2.715 6.065 0.001
C -2.949 -2.476 5.028 0.000
C -2.350 -1.963 3.867 0.001
S -3.096 -1.485 2.332 0.003
H 0.857 -1.356 4.879 0.000
H -0.123 -2.540 6.941 0.000
H -2.603 -2.976 6.986 0.000
H -4.029 -2.583 5.115 0.000
C 1.387 -3.584 -4.042 -0.006
C 0.158 -3.110 -3.611 0.001
C 0.108 -1.757 -3.096 -0.004
C 1.224 -0.926 -3.233 0.005
C 2.400 -1.380 -3.810 -0.007
C 2.486 -2.731 -4.104 0.004
N 1.350 0.311 -2.544 -0.122
N 1.791 1.199 -3.444 -0.176
C 2.011 2.378 -2.774 0.000
C 2.664 3.479 -3.329 -0.040
C 2.951 4.641 -2.659 -0.001
C 2.603 4.646 -1.304 -0.050
C 1.931 3.497 -0.655 -0.001
N 1.814 2.425 -1.397 -0.031
H 1.506 -4.623 -4.233 0.000
H -0.718 -3.698 -3.609 0.000
H -0.853 -1.374 -2.663 0.000
H 3.205 -0.615 -3.911 0.000
H 3.502 -3.164 -4.339 0.000
H 2.873 3.770 -4.384 -0.001
H 3.270 5.532 -3.193 0.001
H 2.646 5.651 -0.905 -0.002
H 1.655 3.587 0.390 -0.001
S -0.628 2.737 0.222 0.004
C -2.173 2.882 -0.407 0.005
N -3.178 3.500 0.101 0.003
C -4.498 3.691 -0.581 0.001
C -4.203 3.854 -2.041 0.002
N -3.392 2.699 -2.501 0.032
C -3.717 2.252 -3.872 0.002
C -3.753 0.715 -3.906 0.002
C -4.318 0.077 -2.786 0.001
C -4.380 -1.330 -2.826 0.000
C -3.807 -2.063 -3.922 0.000
C -3.286 -1.392 -4.996 0.000
C -3.289 -0.008 -4.981 0.000
C -2.381 2.291 -1.827 0.018
S -1.113 1.347 -2.432 -0.012
C -3.162 3.977 1.528 0.000
C -4.228 3.235 2.252 0.000
C -5.029 3.849 3.211 0.000
C -6.100 3.089 3.768 0.000
C -6.277 1.744 3.411 0.000
C -5.373 1.136 2.507 0.000
C -4.407 1.900 1.894 0.000
H -4.883 4.647 -0.150 0.000
H -5.193 2.888 -0.378 0.000
H -3.643 4.792 -2.181 0.001
H -5.147 3.856 -2.549 0.000
H -2.925 2.729 -4.526 0.001
H -4.695 2.635 -4.215 0.000
H -4.639 0.664 -1.894 0.000
H -4.701 -1.933 -1.949 0.000
H -3.771 -3.123 -3.917 0.000
H -2.719 -1.840 -5.783 0.000
H -2.767 0.522 -5.832 0.000
H -3.374 5.076 1.500 0.000
H -2.157 3.745 1.889 0.000
H -4.810 4.931 3.473 0.000
H -6.704 3.524 4.591 0.000
H -6.987 1.184 3.921 0.000
H -5.382 0.063 2.406 0.000
H -3.743 1.359 1.201 0.000
N 6.477 2.013 1.448 -0.001
C 5.400 1.729 1.757 0.000
C 4.055 1.402 2.044 0.001
C 3.582 1.213 3.312 0.007
C 2.225 1.080 3.484 0.000
C 1.368 1.067 2.438 0.009
N 1.816 1.028 1.159 0.012
C 3.134 1.252 1.021 0.010
H 4.263 1.408 4.155 0.000
H 1.873 1.157 4.485 0.000
H 0.294 1.094 2.603 0.000
H 3.497 1.361 0.032 0.001
O 8.651 -3.614 -0.466 0.165
S 8.385 -3.947 0.844 -0.044
O 8.322 -2.806 1.638 0.215
O 9.387 -4.981 1.444 0.680
C 6.701 -4.578 0.872 -0.010
N 6.456 -5.851 1.310 -0.001
C 5.256 -6.408 1.255 0.000
C 4.207 -5.541 1.034 0.000
C 4.476 -4.200 0.647 0.000
N 5.745 -3.773 0.468 -0.002
C 3.453 -3.116 0.325 0.008
C 3.898 -2.130 -0.506 0.000
C 3.040 -1.138 -0.838 0.006
N 1.762 -1.094 -0.393 0.003
C 1.335 -2.042 0.496 0.010
C 2.173 -3.069 0.893 -0.001
H 5.111 -7.388 1.597 0.000
H 3.223 -5.970 1.103 0.000
H 4.947 -2.228 -0.837 0.000
H 3.416 -0.337 -1.467 0.000
H 0.300 -2.039 0.849 0.001
H 1.938 -3.791 1.640 0.000
```

The lowest ΔE to the lowest compared entry with this formula, charge and spin belongs to which entry?
C51H40Br3N7RhS3